(one)
Entry from the OMol25 dataset: 7 unconnected molecules or ions with the total composition C7H28O7 (the ωB97M-V functional and the def2-TZVPD basis).

Each line ends with the Löwdin charge.
Positions of all 42 atoms, in Å:
C  -3.856  0.155  0.626  -0.057
C  -2.927  1.112  -0.060  -0.492
C  -3.401  2.562  0.013  -0.046
O  -1.629  0.992  0.515  -0.082
H  -4.854  0.219  0.191  0.084
H  -3.926  0.361  1.698  0.089
H  -3.482  -0.868  0.528  0.071
H  -2.882  0.822  -1.124  0.142
H  -2.759  3.199  -0.592  0.077
H  -3.391  2.895  1.056  0.090
H  -4.426  2.642  -0.346  0.080
H  -1.139  1.815  0.341  0.046
C  1.810  2.885  -2.022  -0.074
C  0.999  2.107  -0.997  -0.301
O  0.210  2.964  -0.153  -0.091
H  1.185  3.522  -2.643  0.077
H  2.343  2.187  -2.673  0.075
H  2.571  3.492  -1.522  0.075
H  1.692  1.531  -0.382  0.110
H  0.305  1.438  -1.500  0.105
H  0.735  3.204  0.615  0.100
C  4.584  -1.575  2.602  -0.096
C  3.494  -1.098  1.669  -0.344
O  2.326  -1.860  1.921  -0.094
H  4.496  -1.146  3.601  0.070
H  5.579  -1.287  2.246  0.072
H  4.552  -2.662  2.672  0.075
H  3.809  -1.217  0.625  0.106
H  3.294  -0.029  1.844  0.105
H  1.642  -1.606  1.280  0.028
O  -1.745  -3.305  -2.620  -0.058
H  -1.646  -3.317  -1.660  -0.018
H  -2.652  -3.024  -2.768  0.030
O  0.112  -1.173  0.269  -0.065
H  -0.643  -1.767  0.389  0.026
H  -0.262  -0.283  0.397  0.036
O  -1.577  -3.480  0.361  -0.039
H  -0.846  -4.110  0.328  0.079
H  -2.184  -3.833  1.019  0.071
O  1.371  -0.883  -2.283  -0.069
H  0.897  -1.060  -1.452  -0.009
H  2.218  -0.520  -2.010  0.020

HOMO in eV: -9.7
Total charge: 0
Orbital gap in eV: 9.95
SMILES: CC(C)O.CCO.CCO.O.O.O.O
Multiplicity: 1

=====

(two)
Entry from the OMol25 dataset: 7 unconnected molecules or ions with the total composition C7H28O7 (the ωB97M-V functional and the def2-TZVPD basis).

Each line ends with the Löwdin charge.
Positions of all 42 atoms, in Å:
C  1.121  0.373  0.136  -0.166
O  1.463  0.889  1.415  -0.116
H  1.586  -0.597  -0.042  0.079
H  0.053  0.259  -0.050  0.069
H  1.426  1.037  -0.673  0.068
H  1.285  1.832  1.444  0.066
C  -3.519  -4.742  -1.206  -0.165
O  -2.692  -3.603  -1.050  -0.120
H  -3.017  -5.639  -0.844  0.077
H  -4.496  -4.597  -0.745  0.077
H  -3.653  -4.968  -2.264  0.074
H  -3.033  -2.957  -1.673  0.060
C  -4.760  -0.265  -2.796  -0.222
O  -3.793  -0.697  -3.632  -0.102
H  -4.298  -0.112  -1.821  0.086
H  -5.266  0.663  -3.063  0.079
H  -5.495  -1.070  -2.792  0.081
H  -4.264  -0.913  -4.440  0.086
C  1.254  5.819  3.618  -0.184
O  0.890  5.021  2.530  -0.114
H  1.880  6.612  3.210  0.076
H  0.450  6.401  4.069  0.070
H  1.753  5.300  4.437  0.081
H  1.034  5.534  1.732  0.075
C  1.059  -6.049  -1.478  -0.198
O  0.910  -5.114  -0.475  -0.109
H  0.751  -5.592  -2.418  0.081
H  2.102  -6.333  -1.617  0.075
H  0.556  -6.974  -1.197  0.075
H  0.121  -4.610  -0.689  0.065
C  1.267  0.246  6.482  -0.173
O  2.458  0.290  5.712  -0.115
H  0.469  -0.393  6.102  0.072
H  1.539  -0.041  7.498  0.078
H  0.776  1.216  6.550  0.067
H  2.252  0.519  4.802  0.069
C  3.582  3.660  -3.991  -0.179
O  2.853  4.853  -4.058  -0.124
H  4.201  3.576  -4.885  0.074
H  4.148  3.567  -3.064  0.082
H  2.873  2.835  -4.048  0.072
H  2.172  4.764  -4.729  0.075

HOMO in eV: -10.0
Total charge: 0
Orbital gap in eV: 10.39
SMILES: CO.CO.CO.CO.CO.CO.CO
Multiplicity: 1

=====

Relative to the most stable one, in hartree, the structures come out at (one) 0.0000; (two) 0.1699.

=====

(one)
Entry from the OMol25 dataset: C3H3ClO2 in the gas phase (the ωB97M-V functional and the def2-TZVPD basis).

Each line ends with the Löwdin charge.
Positions of all 9 atoms, in Å:
C  -0.185  -0.490  1.022  -0.013
C  -0.121  0.544  -0.109  -0.729
Cl  -0.296  2.284  0.227  0.704
O  -0.768  0.226  -1.360  0.121
C  0.511  0.152  -1.365  -0.208
O  1.600  -0.581  -2.180  -0.137
H  -0.749  -1.313  0.617  0.094
H  -0.782  -0.029  1.805  0.079
H  0.789  -0.793  1.343  0.090

HOMO in eV: -10.4
Total charge: 0
Orbital gap in eV: 10.02
SMILES: C[C@]1(Cl)OC1=O
Multiplicity: 1

=====

(two)
Entry from the OMol25 dataset: 2 unconnected molecules or ions with the total composition C3H3ClO2 (the ωB97M-V functional and the def2-TZVPD basis).

Each line ends with the Löwdin charge.
Positions of all 9 atoms, in Å:
C  -0.770  1.161  2.003  -0.520
C  0.149  0.206  -0.242  -0.449
C  0.182  -1.007  -1.159  -0.215
O  -0.966  0.034  2.192  0.147
O  -0.682  2.303  1.870  0.175
Cl  1.326  1.441  -0.601  0.601
H  0.511  -0.853  -2.239  0.084
H  -0.770  -1.709  -1.042  0.115
H  1.021  -1.575  -0.783  0.062

HOMO in eV: -9.0
Total charge: 0
Orbital gap in eV: 8.28
Multiplicity: 1

=====

Relative to the most stable one, in hartree, the structures come out at (one) 0.0553; (two) 0.0000.

=====

(one)
Entry from the OMol25 dataset: C2H2ClNS in the gas phase (the ωB97M-V functional and the def2-TZVPD basis).

Each line ends with the Löwdin charge.
Positions of all 7 atoms, in Å:
H  -0.023  -0.891  1.037  0.095
N  0.760  -0.579  0.388  0.089
C  0.569  -0.157  -0.774  -0.428
C  1.734  0.170  -1.605  -1.279
S  1.791  -0.699  -2.930  0.763
Cl  2.919  1.055  -0.789  0.696
H  -0.310  -0.167  -1.288  0.064

HOMO in eV: -9.4
Total charge: 0
Orbital gap in eV: 8.44
SMILES: [H]/N=C/C(=S)Cl
Multiplicity: 1

=====

(two)
Entry from the OMol25 dataset: 3 unconnected molecules or ions with the total composition C2H2ClNS (the ωB97M-V functional and the def2-TZVPD basis).

Each line ends with the Löwdin charge.
Positions of all 7 atoms, in Å:
C  0.189  -0.601  1.103  -0.339
C  -0.438  0.634  0.532  -1.276
N  0.701  -1.586  1.288  0.183
S  0.027  2.182  1.102  0.663
Cl  -1.524  0.454  -0.663  0.735
H  0.889  -0.651  -1.929  0.091
H  0.155  -0.431  -1.432  -0.058

HOMO in eV: -10.1
Total charge: 0
Orbital gap in eV: 7.93
Multiplicity: 1

=====

Relative to the most stable one, in hartree, the structures come out at (one) 0.0000; (two) 0.0658.